[1]
DFT (wB97M-V/def2-TZVPD) results for 3 unconnected molecules or ions with the total composition C4H14N2O2.

Its HOMO energy is -7.79 eV. The value obtained for the frontier orbital gap is 4.063 eV. The value obtained for the energy above the lowest of the compared OMol25 structures with the same formula, charge and spin is 778.79 kJ/mol.

Geometry as ORCA input:
```
! wB97M-V def2-TZVPD RIJCOSX def2/J DEFGRID3
* xyz 0 1
C 1.02296 1.15216 1.79515
C 0.27802 2.06960 0.89651
C 0.37006 1.72046 -0.64950
O 1.58766 1.11641 -1.11807
N 0.30174 -1.31609 0.34887
C -0.89479 -2.15325 0.50864
N -1.20339 -2.75423 -0.76659
H 0.32564 0.55357 2.35472
H 2.03985 1.50607 1.80501
H -0.77208 1.87736 1.12489
H 0.42489 3.12944 1.04127
H -0.44970 1.00939 -0.87409
H 0.16599 2.63695 -1.20719
H 2.21415 1.00390 -0.40557
H 0.32027 -0.65792 1.13080
H -1.78059 -1.55219 0.74647
H -0.67781 -2.87361 1.28299
H -1.38449 -2.00004 -1.49356
H -0.37849 -3.27658 -0.98893
H -0.69672 -0.04303 -2.95181
H 0.19351 -0.72998 -0.48212
O -1.00670 -0.41841 -2.09790
*
```

[2]
DFT (wB97M-V/def2-TZVPD) results for 2 unconnected molecules or ions with the total composition C4H14N2O2.

Its HOMO energy is -17.93 eV. The value obtained for the frontier orbital gap is 10.848 eV. The value obtained for the energy above the lowest of the compared OMol25 structures with the same formula, charge and spin is 0.00 kJ/mol.

Geometry as ORCA input:
```
! wB97M-V def2-TZVPD RIJCOSX def2/J DEFGRID3
* xyz 2 1
O -0.78802 0.33470 -2.93747
C -0.68646 -0.37985 -2.00041
C -0.75805 0.16028 -0.52327
C 0.37052 -0.26522 0.44388
C 0.21101 -1.68967 0.93879
N -0.19354 -1.83664 2.38372
N -0.87332 1.64543 -0.64788
H -0.64227 -1.48210 -2.03196
H -1.70757 -0.24974 -0.17175
H 0.49312 0.47030 1.24634
H 1.32885 -0.18570 -0.07337
H 1.12685 -2.27208 0.83916
H -0.46401 -2.24749 0.28864
H -1.10926 -1.44068 2.59799
H 0.50960 -1.41707 3.01080
H -0.23922 -2.83794 2.59654
H 0.08538 2.05646 -0.68967
H -1.35987 2.07774 0.14852
H -1.32768 1.93089 -1.52036
H 2.33414 2.04214 -1.81704
H 2.02887 3.20204 -0.88299
O 1.66093 2.38422 -1.19824
*
```

[3]
DFT (wB97M-V/def2-TZVPD) results for 2 unconnected molecules or ions with the total composition C4H14N2O3.

Its HOMO energy is -18.90 eV. The value obtained for the frontier orbital gap is 12.189 eV. The value obtained for the energy above the lowest of the compared OMol25 structures with the same formula, charge and spin is 160.97 kJ/mol.

Geometry as ORCA input:
```
! wB97M-V def2-TZVPD RIJCOSX def2/J DEFGRID3
* xyz 2 1
O -1.38126 1.94758 -1.40462
C -0.96083 0.91078 -0.95935
O -0.69730 -0.23162 -1.63451
C -1.07504 0.65850 0.56900
C 0.01596 -0.33432 1.11981
C -0.19984 -1.65873 0.42664
N 0.74568 -2.21801 -0.59671
N -0.83592 2.06929 1.15525
H -0.92065 -0.17422 -2.61025
H -2.15740 0.28696 0.73347
H 0.01371 -0.41546 2.19760
H 1.05889 -0.03856 0.98963
H -1.25644 -1.61267 0.16107
H -0.36496 -2.57697 1.15611
H 0.26149 -2.84443 -1.18272
H 1.26476 -1.40267 -0.98651
H 1.47315 -2.83384 -0.16238
H -0.91956 2.84650 0.45024
H -1.51879 2.26238 1.84926
H 0.07265 2.13628 1.61629
H 2.56024 0.65803 -1.60884
H 2.62061 1.70759 -0.45743
O 2.20083 0.85761 -0.82105
*
```

Copy entry 2 word for word.
DFT (wB97M-V/def2-TZVPD) results for 2 unconnected molecules or ions with the total composition C4H14N2O2.

Its HOMO energy is -17.93 eV. The value obtained for the frontier orbital gap is 10.848 eV. The value obtained for the energy above the lowest of the compared OMol25 structures with the same formula, charge and spin is 0.00 kJ/mol.

Geometry as ORCA input:
```
! wB97M-V def2-TZVPD RIJCOSX def2/J DEFGRID3
* xyz 2 1
O -0.78802 0.33470 -2.93747
C -0.68646 -0.37985 -2.00041
C -0.75805 0.16028 -0.52327
C 0.37052 -0.26522 0.44388
C 0.21101 -1.68967 0.93879
N -0.19354 -1.83664 2.38372
N -0.87332 1.64543 -0.64788
H -0.64227 -1.48210 -2.03196
H -1.70757 -0.24974 -0.17175
H 0.49312 0.47030 1.24634
H 1.32885 -0.18570 -0.07337
H 1.12685 -2.27208 0.83916
H -0.46401 -2.24749 0.28864
H -1.10926 -1.44068 2.59799
H 0.50960 -1.41707 3.01080
H -0.23922 -2.83794 2.59654
H 0.08538 2.05646 -0.68967
H -1.35987 2.07774 0.14852
H -1.32768 1.93089 -1.52036
H 2.33414 2.04214 -1.81704
H 2.02887 3.20204 -0.88299
O 1.66093 2.38422 -1.19824
*
```

Q: Which value of frontier orbital gap does entry 3 give?
A: 12.189 eV